The following is a quantum chemistry calculation of a structure of composition C22H49Cl22N2O4PS, from OMol25.

Values from the calculation:
E_tot = -330396.458 eV
HOMO energy = -8.30 eV

The geometry in ORCA input format:
```
! wB97M-V def2-TZVPD RIJCOSX def2/J DEFGRID3
* xyz 0 1
N -0.696 0.714 2.271
O 0.072 -0.420 1.925
S 0.872 -0.191 0.476
O 0.956 -1.526 -0.192
O 2.509 0.212 0.791
P 2.911 -0.297 2.414
N 3.926 -1.713 2.353
O 3.878 0.968 3.058
H -0.795 0.636 3.289
H -0.183 1.583 2.066
H 4.194 -1.911 1.384
H 3.408 -2.508 2.744
H 3.381 1.362 3.784
Cl 3.296 -3.842 4.593
C 1.928 -4.982 4.493
C 2.314 -6.276 3.814
Cl 2.643 -6.054 2.074
H 1.107 -4.479 3.973
H 1.609 -5.184 5.516
H 1.495 -6.992 3.891
H 3.199 -6.720 4.268
Cl -0.231 -3.982 2.341
C -1.403 -5.188 1.757
C -2.392 -5.583 2.830
Cl -1.625 -6.520 4.137
H -0.845 -6.047 1.388
H -1.929 -4.737 0.916
H -3.167 -6.214 2.406
H -2.869 -4.709 3.274
Cl 1.913 4.375 -2.770
C 0.769 3.224 -3.505
C -0.348 2.847 -2.557
Cl 0.233 1.856 -1.190
H 1.331 2.348 -3.828
H 0.355 3.710 -4.388
H -1.094 2.252 -3.080
H -0.841 3.729 -2.149
Cl -0.689 5.854 -6.493
C -1.840 4.715 -7.238
C -2.964 4.344 -6.297
Cl -2.393 3.347 -4.936
H -1.286 3.840 -7.562
H -2.246 5.207 -8.123
H -3.713 3.756 -6.829
H -3.453 5.226 -5.886
Cl -2.622 3.310 1.682
C -4.004 2.301 1.197
C -5.109 2.316 2.229
Cl -4.640 1.477 3.730
H -3.636 1.291 1.016
H -4.374 2.703 0.253
H -5.986 1.799 1.838
H -5.400 3.333 2.488
Cl 5.832 -0.448 5.677
C 6.050 1.318 5.671
C 7.271 1.747 6.453
Cl 7.078 1.481 8.204
H 5.142 1.772 6.067
H 6.154 1.619 4.628
H 7.444 2.814 6.313
H 8.162 1.212 6.127
Cl -2.121 9.740 -5.386
C -3.459 8.569 -5.474
C -3.799 7.988 -4.120
Cl -2.511 6.923 -3.506
H -3.180 7.791 -6.185
H -4.322 9.103 -5.874
H -4.703 7.382 -4.193
H -3.972 8.769 -3.381
Cl 4.981 -10.459 1.130
C 5.225 -8.694 1.165
C 6.432 -8.300 1.986
Cl 6.186 -8.599 3.726
H 4.318 -8.233 1.549
H 5.361 -8.373 0.132
H 6.623 -7.233 1.873
H 7.324 -8.842 1.673
Cl -3.623 6.431 2.400
C -2.959 7.200 3.863
C -1.465 7.409 3.766
Cl -0.568 5.870 3.804
H -3.223 6.580 4.719
H -3.461 8.162 3.971
H -1.119 7.998 4.616
H -1.193 7.936 2.853
Cl -2.334 -8.220 1.231
C -3.609 -9.460 1.340
C -3.748 -10.009 2.742
Cl -2.339 -10.987 3.222
H -3.379 -10.246 0.621
H -4.541 -8.983 1.035
H -4.620 -10.661 2.798
H -3.871 -9.212 3.474
Cl -0.780 3.189 -12.761
C 0.162 3.360 -11.259
C -0.172 2.284 -10.251
Cl -1.818 2.469 -9.591
H -0.019 4.356 -10.857
H 1.215 3.290 -11.536
H 0.515 2.342 -9.406
H -0.094 1.288 -10.686
*
```

***

The following is a quantum chemistry calculation of a structure of composition C29H34Cl2FHfN2O9PSi, from OMol25.

Values from the calculation:
E_tot = -98276.406 eV
Energy relative to the best compared isomer or geometry (same formula, charge and spin) = 0.00 kJ/mol
HOMO energy = -7.93 eV

The geometry in ORCA input format:
```
! wB97M-V def2-TZVPD RIJCOSX def2/J DEFGRID3
* xyz 0 1
Hf 0.083 -0.375 -0.145
O -2.717 -3.234 0.733
C -2.270 -2.263 0.167
O -1.010 -1.977 0.098
C -3.232 -1.335 -0.620
C -2.625 -0.903 -1.967
C -3.747 -0.438 -2.904
C -4.147 0.890 -2.236
C -3.102 0.986 -1.115
O -1.957 0.326 -1.647
C -3.481 0.047 0.042
C -2.517 0.318 1.216
O -2.900 0.267 2.363
O -1.324 0.700 0.850
H -4.164 -1.891 -0.750
H -1.924 -1.617 -2.400
H -4.566 -1.152 -2.954
H -3.358 -0.271 -3.909
H -5.157 0.867 -1.834
H -4.065 1.729 -2.924
H -2.847 2.002 -0.813
H -4.506 0.167 0.390
C 4.078 -2.529 -1.356
Si 2.377 -2.830 -0.496
C 1.111 -3.384 -1.806
C 2.504 -4.255 0.785
N 1.819 -1.407 0.335
C 2.296 -1.161 1.590
C 3.646 -1.204 1.989
C 4.021 -0.920 3.288
C 3.082 -0.602 4.260
C 1.736 -0.598 3.922
C 1.391 -0.867 2.621
F 0.053 -0.879 2.242
H 4.018 -2.694 -2.426
H 4.834 -3.201 -0.968
H 4.436 -1.516 -1.210
H 1.198 -4.450 -1.981
H 1.252 -2.893 -2.763
H 0.103 -3.178 -1.459
H 3.068 -5.096 0.395
H 1.510 -4.611 1.046
H 2.980 -3.933 1.706
H 4.395 -1.456 1.253
H 5.066 -0.962 3.561
H 3.390 -0.364 5.265
H 0.964 -0.420 4.652
Cl -0.545 -1.331 -4.904
C 0.856 -0.481 -4.382
C 1.777 -0.057 -5.339
C 2.919 0.602 -4.953
Cl 4.061 1.098 -6.156
C 3.178 0.865 -3.591
C 4.333 1.510 -3.104
C 4.464 1.703 -1.754
C 3.429 1.295 -0.898
N 2.332 0.706 -1.313
C 2.210 0.460 -2.634
C 1.030 -0.248 -3.015
O 0.211 -0.672 -2.107
H 1.584 -0.260 -6.382
H 5.094 1.835 -3.798
H 5.343 2.179 -1.344
H 3.506 1.474 0.164
C 1.608 3.835 -1.943
O 1.492 3.397 -0.608
P 0.246 2.428 -0.155
O 1.082 1.594 1.004
C 1.630 2.299 2.132
O -0.443 3.602 0.739
C -1.816 3.783 1.024
H 1.145 4.816 -2.070
H 1.150 3.130 -2.641
H 2.672 3.910 -2.174
H 2.503 1.740 2.476
H 0.894 2.350 2.938
H 1.920 3.309 1.843
H -1.866 4.490 1.852
H -2.308 2.856 1.315
H -2.320 4.214 0.153
*
```

***

The following is a quantum chemistry calculation of the ion C8H12NO with charge +1, from OMol25.

Values from the calculation:
E_tot = -12016.910 eV
Energy relative to the best compared isomer or geometry (same formula, charge and spin) = 350.98 kJ/mol
Structure (SMILES) = C=CC=C=[N+](C)COC=C
HOMO energy = -13.24 eV

The geometry in ORCA input format:
```
! wB97M-V def2-TZVPD RIJCOSX def2/J DEFGRID3
* xyz 1 1
C 2.631 -0.765 -3.401
C 2.238 -1.072 -2.158
C 0.802 -0.862 -1.846
C 0.315 -0.585 -0.711
N -0.128 -0.639 0.477
C -0.452 -1.974 1.033
C -0.584 0.479 1.422
O -0.597 1.732 0.979
C -1.895 2.121 0.666
C -2.965 1.356 0.381
H 1.941 -0.233 -4.074
H 3.714 -0.947 -3.697
H 2.843 -1.590 -1.539
H 0.300 -0.864 -2.806
H -0.512 -2.746 0.292
H 0.332 -2.277 1.720
H -1.394 -1.856 1.521
H -1.455 0.136 1.934
H 0.163 0.332 2.237
H -1.800 3.241 0.390
H -2.910 0.288 0.533
H -3.861 1.806 0.235
*
```

***

The following is a quantum chemistry calculation of a cluster of 2 separate species, C5H14 in total, from OMol25.

Values from the calculation:
E_tot = -5411.536 eV
Energy relative to the best compared isomer or geometry (same formula, charge and spin) = 49.55 kJ/mol
Structure (SMILES) = CCC.CC
HOMO energy = -11.15 eV

The geometry in ORCA input format:
```
! wB97M-V def2-TZVPD RIJCOSX def2/J DEFGRID3
* xyz 0 1
C 1.132 0.971 -0.669
C 0.417 2.096 0.096
C 0.334 1.918 1.599
H 1.693 1.380 -1.514
H 1.934 0.499 -0.099
H 0.407 0.349 -1.181
H 0.822 3.062 -0.225
H -0.588 2.169 -0.325
H -0.393 2.631 1.979
H -0.006 0.916 1.867
H 1.265 2.133 2.108
C -0.277 -2.454 -0.947
C -1.429 -2.031 0.026
H -0.699 -2.632 -1.934
H 0.469 -1.669 -1.020
H 0.110 -3.388 -0.566
H -1.475 -2.767 0.829
H -2.379 -2.146 -0.486
H -1.337 -1.037 0.461
*
```

***

The following is a quantum chemistry calculation of a cluster of 3 separate species, C5H10N2 in total, from OMol25.

Values from the calculation:
E_tot = -8322.090 eV
Energy relative to the best compared isomer or geometry (same formula, charge and spin) = 505.89 kJ/mol
Structure (SMILES) = C[C@@H]1C=N1.C1=NC1.[H][H]
HOMO energy = -9.85 eV

The geometry in ORCA input format:
```
! wB97M-V def2-TZVPD RIJCOSX def2/J DEFGRID3
* xyz 0 1
C 1.615 -0.448 -1.134
C 0.347 -1.044 -1.693
C -0.945 -0.405 -1.571
N -0.808 -1.337 -0.743
H 2.247 -1.228 -0.695
H 1.390 0.301 -0.368
H 2.191 0.043 -1.929
H 0.484 -1.791 -2.478
H -1.683 0.343 -1.842
C -1.509 2.026 0.912
N -0.292 1.864 0.660
C -0.926 0.999 1.746
H -2.336 2.642 0.579
H -0.638 1.221 2.772
H -1.059 -0.055 1.504
H 0.313 -2.134 1.364
H 0.757 -2.247 1.951
*
```

***

The following is a quantum chemistry calculation of a structure of composition C27H16F12N2O6Rh, from OMol25.

Values from the calculation:
E_tot = -79141.651 eV
HOMO energy (spin up / spin down) = -3.80 / -4.60 eV

The geometry in ORCA input format:
```
! wB97M-V def2-TZVPD RIJCOSX def2/J DEFGRID3
* xyz -1 5
Rh -0.244 -0.391 -0.723
C -1.215 5.594 0.481
C -0.438 4.312 0.642
C 0.824 4.144 0.036
C 1.500 2.953 0.126
C 0.943 1.840 0.803
N 1.342 0.549 0.626
C 2.666 0.227 0.422
C 3.664 1.004 1.047
C 5.011 0.796 0.847
C 5.452 -0.223 0.013
C 6.914 -0.461 -0.262
C 4.482 -1.047 -0.534
C 3.113 -0.892 -0.322
C 2.209 -2.023 -0.861
O 0.871 -1.973 -0.599
C 2.611 -3.346 -0.113
F 1.798 -4.355 -0.443
F 2.497 -3.154 1.203
F 3.864 -3.781 -0.337
C 2.412 -2.222 -2.432
F 2.926 -3.431 -2.738
F 3.230 -1.315 -2.985
F 1.244 -2.133 -3.071
C -0.239 2.056 1.577
C -0.943 3.280 1.390
C -0.656 1.081 2.504
O -1.503 -0.787 0.639
C 0.302 0.190 3.229
F 0.433 -1.047 2.737
F 1.534 0.732 3.298
F -0.100 0.032 4.516
C -2.074 1.029 2.963
F -2.420 -0.168 3.451
F -2.945 1.298 1.961
F -2.359 1.933 3.938
H -0.656 6.318 -0.114
H -1.435 6.053 1.448
H -2.168 5.411 -0.020
H 1.241 4.950 -0.558
H 2.419 2.815 -0.427
H 3.341 1.787 1.719
H 5.731 1.433 1.351
H 7.531 0.291 0.231
H 7.128 -0.420 -1.333
H 7.234 -1.443 0.095
H 4.822 -1.868 -1.152
H -1.885 3.433 1.898
O 1.155 2.529 -3.247
C 0.445 1.696 -2.464
O 0.955 0.575 -2.152
C -0.830 2.082 -2.025
C -1.496 3.303 -2.288
C -2.773 3.469 -1.848
C -3.430 2.411 -1.162
C -2.737 1.258 -0.909
N -1.460 1.102 -1.282
C -3.487 0.093 -0.309
O -4.686 0.046 -0.349
O -2.832 -0.998 0.147
H 2.006 2.090 -3.391
H -0.966 4.075 -2.830
H -3.298 4.397 -2.033
H -4.462 2.473 -0.854
*
```

***

The following is a quantum chemistry calculation of the ion C3H8N3S with charge +1, from OMol25.

Values from the calculation:
E_tot = -18534.344 eV
Energy relative to the best compared isomer or geometry (same formula, charge and spin) = 144.19 kJ/mol
HOMO energy (spin up / spin down) = -10.91 / -13.75 eV

The geometry in ORCA input format:
```
! wB97M-V def2-TZVPD RIJCOSX def2/J DEFGRID3
* xyz 1 3
C 0.372 0.650 -1.518
C -0.927 -0.627 0.321
C 0.445 0.024 -0.019
N -0.692 1.062 -1.904
N -1.688 1.570 1.119
N 1.557 -0.953 0.278
S -2.141 0.610 0.027
H 1.284 0.415 -2.042
H -0.970 -1.417 -0.306
H -0.950 -0.971 1.386
H 0.485 0.865 0.681
H -2.270 2.428 1.159
H 1.198 -1.830 -0.040
H 1.925 -1.123 1.220
H 2.373 -0.704 -0.362
*
```

***

The following is a quantum chemistry calculation of an isolated molecule of C3H4O3, from OMol25.

Values from the calculation:
E_tot = -9314.955 eV
Energy relative to the best compared isomer or geometry (same formula, charge and spin) = 361.43 kJ/mol
HOMO energy = -9.24 eV

The geometry in ORCA input format:
```
! wB97M-V def2-TZVPD RIJCOSX def2/J DEFGRID3
* xyz 0 1
O 1.393 -0.894 1.183
C 0.693 0.061 0.648
C -0.762 -0.302 0.544
O -1.257 0.561 -0.466
C -0.277 0.791 -1.367
O -0.262 1.750 -2.074
H 2.297 -0.553 1.219
H 0.420 -0.051 -1.507
H -1.246 -0.009 1.483
H -0.999 -1.354 0.338
*
```

***

The following is a quantum chemistry calculation of a structure of composition C6H7AlBrN3O3, from OMol25.

Values from the calculation:
E_tot = -93573.714 eV
Energy relative to the best compared isomer or geometry (same formula, charge and spin) = 0.00 kJ/mol
HOMO energy = -17.63 eV

The geometry in ORCA input format:
```
! wB97M-V def2-TZVPD RIJCOSX def2/J DEFGRID3
* xyz 2 1
Al -1.226 0.204 -0.077
O 4.368 -0.847 1.262
C 3.168 -0.655 0.780
C 2.881 -0.461 -0.583
C 1.588 -0.273 -0.975
N 0.567 -0.279 -0.075
C 0.887 -0.457 1.230
Br -0.706 -0.310 2.288
C 2.122 -0.646 1.737
H 5.063 -0.845 0.586
H 3.667 -0.455 -1.327
H 1.326 -0.117 -2.013
H 2.328 -0.772 2.791
N -3.021 -0.438 -0.513
N -3.714 0.819 -0.445
C -2.957 1.977 -0.797
O -3.473 2.978 -1.136
O -1.629 1.738 -0.684
H -3.114 -0.863 -1.443
H -3.447 -1.087 0.151
H -4.678 0.790 -0.759
*
```

***

The following is a quantum chemistry calculation of an isolated molecule of C3H2O2S, from OMol25.

Values from the calculation:
E_tot = -18072.750 eV
Energy relative to the best compared isomer or geometry (same formula, charge and spin) = 12.30 kJ/mol
Structure (SMILES) = O=C1CC(=O)S1
HOMO energy = -10.27 eV

The geometry in ORCA input format:
```
! wB97M-V def2-TZVPD RIJCOSX def2/J DEFGRID3
* xyz 0 1
O -1.418 -2.304 -0.013
C -1.375 -1.126 0.035
C -0.348 -0.051 0.000
C -1.368 1.112 0.001
O -1.451 2.313 0.006
S -2.799 0.011 -0.005
H 0.217 0.070 0.928
H 0.084 0.005 -1.013
*
```

***

The following is a quantum chemistry calculation of a structure of composition C37H69As3BHfN6O5, from OMol25.

Values from the calculation:
E_tot = -243163.296 eV
Energy relative to the best compared isomer or geometry (same formula, charge and spin) = 0.00 kJ/mol
HOMO energy = -9.48 eV

The geometry in ORCA input format:
```
! wB97M-V def2-TZVPD RIJCOSX def2/J DEFGRID3
* xyz 1 1
Hf 1.053 2.199 -0.541
C -3.488 6.209 -1.297
C -3.315 4.775 -1.725
C -4.328 3.894 -2.154
C -3.826 2.596 -1.991
N -2.523 2.719 -1.663
N -2.214 4.051 -1.475
B -0.742 4.641 -1.248
N 0.371 3.778 -1.950
N 0.065 2.450 -2.587
C 1.007 2.329 -3.537
C 1.917 3.419 -3.577
C 1.445 4.299 -2.639
C 1.761 5.718 -2.438
C 1.153 1.184 -4.459
C 0.699 1.633 -5.885
C 2.648 0.757 -4.562
C 0.412 -0.120 -4.021
N -0.413 4.577 0.280
N -0.415 3.252 0.750
C -0.942 3.236 1.998
C -1.322 4.553 2.334
C -1.072 5.345 1.184
C -1.234 6.812 1.033
C -1.202 1.950 2.805
C -1.450 2.278 4.317
C -0.056 0.917 2.782
C -2.459 1.292 2.192
C -4.419 1.276 -2.440
C -5.474 0.768 -1.428
C -3.302 0.225 -2.543
C -5.081 1.412 -3.801
H -4.046 6.724 -2.057
H -4.130 6.274 -0.380
H -2.575 6.757 -1.124
H -5.347 4.176 -2.506
H -0.829 5.780 -1.742
H 2.705 3.588 -4.316
H 0.923 6.380 -2.762
H 2.008 6.007 -1.365
H 2.644 6.004 -2.989
H 1.374 2.415 -6.259
H 0.674 0.684 -6.530
H -0.347 1.991 -5.888
H 3.292 1.461 -5.101
H 3.132 0.700 -3.540
H 2.745 -0.209 -5.114
H -0.587 -0.191 -4.410
H 0.999 -0.969 -4.414
H 0.460 -0.199 -2.936
H -1.791 4.866 3.242
H -0.971 7.321 1.963
H -0.584 7.162 0.254
H -2.279 7.064 0.740
H -0.577 2.793 4.748
H -2.257 3.014 4.614
H -1.638 1.428 4.966
H 0.973 1.424 2.889
H -0.193 0.281 3.689
H 0.105 0.363 1.845
H -3.244 2.036 2.004
H -2.187 0.794 1.239
H -2.886 0.594 2.918
H -4.990 0.718 -0.442
H -6.285 1.490 -1.346
H -5.923 -0.188 -1.746
H -3.083 -0.127 -1.511
H -3.771 -0.644 -3.035
H -2.429 0.629 -3.056
H -6.011 1.923 -3.628
H -4.519 2.023 -4.564
H -5.325 0.416 -4.204
O 4.407 1.576 1.729
C 3.477 1.629 0.953
O 2.230 2.202 1.098
C 3.611 1.064 -0.549
O 4.193 0.027 -0.858
O 2.865 1.841 -1.285
C 3.834 -3.582 -0.514
As 2.074 -4.203 0.092
C 1.944 -5.551 -1.480
C 2.664 -5.420 1.523
C 1.806 -5.173 2.813
C 1.700 -3.713 3.230
C 0.419 -5.870 2.694
As -1.181 -5.207 1.609
C -2.341 -5.349 3.240
C -1.837 -6.852 0.713
C 2.490 -5.964 3.980
As 4.333 -5.556 4.613
C 5.097 -4.314 3.226
C 4.066 -4.078 5.920
H 4.325 -2.894 0.180
H 3.737 -3.066 -1.462
H 4.581 -4.349 -0.748
H 2.564 -5.342 -2.386
H 0.901 -5.859 -1.762
H 2.409 -6.499 -1.071
H 3.763 -5.387 1.692
H 2.475 -6.412 1.143
H 0.987 -3.200 2.571
H 2.680 -3.196 3.179
H 1.202 -3.598 4.241
H 0.019 -6.068 3.703
H 0.528 -6.876 2.227
H -2.065 -4.537 3.914
H -2.198 -6.270 3.756
H -3.352 -5.241 2.821
H -2.232 -7.563 1.484
H -1.033 -7.279 0.051
H -2.636 -6.583 0.011
H 2.543 -7.102 3.738
H 1.859 -5.823 4.905
H 4.351 -3.724 2.639
H 5.692 -4.938 2.496
H 5.834 -3.577 3.705
H 3.211 -4.292 6.579
H 4.027 -3.113 5.415
H 5.004 -4.080 6.538
O 0.181 0.576 -0.248
H -1.807 1.983 -1.750
H 0.119 -0.380 -0.168
*
```

***

The following is a quantum chemistry calculation of a cluster of 2 separate species, C2H8OS2 in total, from OMol25.

Values from the calculation:
E_tot = -25918.953 eV
Energy relative to the best compared isomer or geometry (same formula, charge and spin) = 244.82 kJ/mol
HOMO energy (spin up / spin down) = 0.83 / -5.18 eV

The geometry in ORCA input format:
```
! wB97M-V def2-TZVPD RIJCOSX def2/J DEFGRID3
* xyz -1 2
C 3.131 -1.714 -3.217
O 3.602 -0.707 -2.321
H 3.586 -1.516 -4.293
H 3.546 -2.549 -2.749
H 2.035 -1.748 -3.476
H 3.342 0.110 -2.644
C -2.635 2.177 2.655
S -2.323 0.535 1.886
S -3.444 -0.915 2.320
H -2.067 2.537 3.524
H -3.612 2.381 2.991
H -2.297 2.992 1.928
H -2.865 -1.583 3.396
*
```

***

no.,largest force on an atom (eV/A)
1,3.3
2,2.6
3,4.3
4,1.4
5,0.6
6,0.6
7,4.4
8,1.4
9,0.6
10,2.2
11,3.2
12,5.3